1.
C22H24N4NiO3S as an isolated structure. Source: OMol25; level of theory: wB97M-V/def2-TZVPD.

Element x y z (Å)
C: 4.09 4.85 -3.70
C: 5.52 4.42 -3.92
H: 3.95 5.93 -3.63
H: 3.50 4.19 -4.42
C: 5.84 3.11 -3.85
C: 4.80 2.24 -3.13
H: 4.85 2.50 -2.03
H: 4.82 1.15 -3.30
C: 6.55 5.50 -4.32
H: 6.15 6.52 -4.33
H: 6.98 5.38 -5.33
H: 7.40 5.53 -3.64
C: 7.09 2.57 -4.53
H: 7.96 2.96 -4.00
H: 7.19 2.94 -5.57
H: 7.15 1.49 -4.56
Ni: 0.75 0.18 -0.11
O: 2.20 1.53 -1.37
C: 2.51 1.45 -2.57
O: 1.13 -1.04 -1.44
C: 1.49 -0.87 -2.63
O: 1.19 -1.86 -3.46
N: 2.05 0.23 -3.25
C: 1.36 -1.35 -4.85
C: 2.18 -0.13 -4.71
H: 0.38 -1.13 -5.26
H: 1.80 -2.07 -5.52
H: 1.84 0.67 -5.32
H: 3.25 -0.32 -4.81
C: 3.39 2.51 -3.31
C: 3.08 4.12 -3.06
H: 3.17 2.17 -4.34
H: 3.27 4.29 -2.00
H: 2.01 4.62 -3.04
N: -1.60 -0.88 2.97
C: -1.69 -2.18 2.39
C: -2.44 -3.30 2.68
C: -2.40 -4.39 1.80
C: -1.65 -4.30 0.63
C: -0.91 -3.17 0.31
C: -0.93 -2.10 1.20
N: -0.40 -0.80 1.10
C: -0.82 -0.07 2.17
C: -0.36 1.32 2.16
C: -0.50 2.46 2.95
S: 0.36 3.77 2.28
C: 0.89 2.82 0.97
N: 0.46 1.54 1.03
H: -1.91 -0.65 3.91
H: -3.04 -3.29 3.61
H: -2.97 -5.29 2.03
H: -1.65 -5.13 -0.05
H: -0.32 -3.07 -0.61
H: -1.00 2.56 3.91
H: 1.51 3.15 0.15

Output
Charge: +2
Multiplicity: 3
Kohn-Sham gap (alpha / beta): 7.27 / 2.30 eV
Relative energy (zero: lowest compared OMol25 entry of this formula, charge and spin): 0.0 kJ/mol
E_tot: -3203.29299 hartree
Largest force on an atom: 8.4 eV Å⁻¹



2.
C15H31B2ClF4N4O8Si2V as an isolated structure. Source: OMol25; level of theory: wB97M-V/def2-TZVPD.

Element x y z (Å)
V: 0.63 -0.32 -0.02
C: 3.29 -2.20 2.77
C: 2.50 -1.76 1.60
N: 1.27 -1.37 1.65
O: 0.62 -1.53 2.81
B: -0.56 -0.68 3.21
F: -0.17 0.35 4.02
F: -1.43 -1.56 3.82
O: -1.23 -0.03 2.01
N: -1.12 -0.71 0.86
C: -1.98 -1.57 0.46
C: -3.22 -1.89 1.21
C: -1.54 -2.23 -0.79
N: -0.39 -1.82 -1.19
O: 0.16 -2.45 -2.23
B: 1.30 -1.69 -2.89
F: 1.66 -2.38 -4.00
F: 0.87 -0.40 -3.11
O: 2.52 -1.69 -1.97
N: 2.22 -1.47 -0.68
C: 3.05 -1.82 0.23
C: 4.43 -2.32 -0.05
C: -2.34 -3.30 -1.46
H: 2.74 -2.02 3.69
H: 4.24 -1.66 2.80
H: 3.52 -3.27 2.71
H: -2.97 -2.48 2.09
H: -3.92 -2.44 0.59
H: -3.68 -0.97 1.56
H: 4.55 -2.51 -1.11
H: 4.63 -3.22 0.52
H: 5.15 -1.56 0.26
H: -2.62 -4.07 -0.74
H: -1.77 -3.74 -2.27
H: -3.25 -2.86 -1.86
O: 3.24 1.96 -0.78
Cl: 1.91 2.05 -0.31
O: 1.50 3.37 -0.02
O: 0.98 1.39 -1.25
O: 1.75 1.17 0.89
C: -2.59 0.35 -3.11
Si: -3.54 1.49 -1.97
C: -5.07 0.59 -1.34
C: -4.09 3.00 -2.92
C: -2.46 1.99 -0.54
Si: -2.92 2.92 1.01
C: -3.95 4.41 0.48
C: -4.01 1.90 2.14
C: -1.38 3.46 1.91
H: -3.20 0.07 -3.98
H: -2.29 -0.57 -2.61
H: -1.68 0.82 -3.48
H: -5.72 0.31 -2.17
H: -5.65 1.22 -0.66
H: -4.80 -0.32 -0.80
H: -4.65 2.70 -3.81
H: -3.23 3.59 -3.26
H: -4.72 3.65 -2.32
H: -1.40 1.83 -0.73
H: -4.89 4.09 0.05
H: -3.43 5.02 -0.26
H: -4.17 5.04 1.34
H: -4.85 1.46 1.60
H: -4.42 2.54 2.92
H: -3.45 1.10 2.63
H: -0.74 4.08 1.28
H: -0.81 2.59 2.23
H: -1.63 4.03 2.81

Output
Charge: 0
Multiplicity: 4
Kohn-Sham gap (alpha / beta): 6.99 / 7.96 eV
Relative energy (zero: lowest compared OMol25 entry of this formula, charge and spin): 298.9 kJ/mol
E_tot: -3843.49880 hartree
Largest force on an atom: 0.5 eV Å⁻¹



3.
An isolated molecule of C4H7ClN2S. Source: OMol25; level of theory: wB97M-V/def2-TZVPD.

Element x y z (Å)
S: 1.68 -2.28 1.87
C: 0.58 -2.02 0.67
N: 0.32 -0.84 0.10
C: 0.78 0.45 0.61
C: -0.10 1.45 -0.13
Cl: 0.73 2.11 -1.58
C: -1.28 0.57 -0.58
N: -0.71 -0.73 -0.87
H: -0.05 -2.82 0.25
H: 1.86 0.59 0.45
H: 0.59 0.48 1.70
H: -0.39 2.32 0.48
H: -1.80 0.97 -1.44
H: -1.98 0.47 0.26
H: -0.23 -0.70 -1.78

Output
Charge: 0
SMILES: S=CN1C[C@@H](Cl)CN1
Kohn-Sham gap: 9.09 eV
Relative energy (zero: lowest compared OMol25 entry of this formula, charge and spin): 66.7 kJ/mol
E_tot: -1124.47767 hartree
Largest force on an atom: 0.9 eV Å⁻¹



4.
C4H3HoLiO6 as an isolated structure. Source: OMol25; level of theory: wB97M-V/def2-TZVPD.

Element x y z (Å)
O: 3.77 -1.13 0.00
C: 2.81 -0.36 0.32
O: 3.03 0.88 0.45
O: 1.65 -0.90 0.59
C: 0.67 -0.16 1.23
O: -1.24 -0.31 2.54
C: -2.50 -0.82 2.76
C: -0.51 -0.75 1.48
O: -2.82 -1.89 2.22
O: -3.29 -0.03 3.31
Ho: 5.54 0.63 -0.36
Li: -4.75 -1.16 2.46
H: 0.90 0.87 1.48
H: -0.75 -1.75 1.11
H: -4.53 -0.25 0.03

Output
Charge: +1
Multiplicity: 5
Kohn-Sham gap (alpha / beta): 4.65 / 4.74 eV
E_tot: -1560.94071 hartree
Largest force on an atom: 3.3 eV Å⁻¹



5.
An isolated molecule of H2I2P2. Source: OMol25; level of theory: wB97M-V/def2-TZVPD.

Element x y z (Å)
I: -2.84 0.32 -0.55
P: -1.46 -0.82 1.11
P: 0.40 -0.07 0.26
I: 2.32 1.93 -0.28
H: 1.27 -1.11 0.55
H: 0.30 -0.24 -1.10

Output
Charge: 0
SMILES: IP=[PH2]I
Kohn-Sham gap (alpha / beta): 6.35 / 6.20 eV
Relative energy (zero: lowest compared OMol25 entry of this formula, charge and spin): 154.6 kJ/mol
E_tot: -1279.25396 hartree
Largest force on an atom: 1.0 eV Å⁻¹



6.
An isolated ion of composition C8H13BrNO4 and charge -1. Source: OMol25; level of theory: wB97M-V/def2-TZVPD.

Element x y z (Å)
C: 0.26 -1.66 -2.80
O: 1.02 -1.55 -1.63
C: 0.41 -1.13 -0.34
C: -0.60 -1.97 0.07
N: -1.38 -1.72 1.13
O: -2.23 -2.57 1.67
C: -1.44 -0.37 1.69
C: -1.10 0.69 0.48
Br: -2.40 0.53 -0.97
O: -1.33 2.00 1.04
C: -0.49 3.02 0.54
C: 0.30 0.31 -0.03
O: 1.28 0.79 0.98
C: 2.61 0.38 0.84
H: 0.17 -2.72 -3.21
H: 0.70 -0.98 -3.61
H: -0.69 -1.24 -2.50
H: -0.74 -2.96 -0.37
H: -0.56 -0.33 2.40
H: -2.30 -0.07 2.17
H: -0.62 2.90 -0.62
H: 0.57 2.89 0.91
H: -0.88 3.90 0.86
H: 0.49 0.87 -0.97
H: 3.09 0.82 1.62
H: 2.92 0.79 -0.15
H: 2.95 -0.61 0.79

Output
Charge: -1
SMILES: COC1=CN([O-])C[C@@](Br)(OC)[C@H]1OC
Kohn-Sham gap: 5.12 eV
Relative energy (zero: lowest compared OMol25 entry of this formula, charge and spin): 788.1 kJ/mol
E_tot: -3242.19887 hartree
Largest force on an atom: 5.1 eV Å⁻¹



7.
An isolated molecule of C21H29FN2O4. Source: OMol25; level of theory: wB97M-V/def2-TZVPD.

Element x y z (Å)
C: 1.69 3.82 -3.00
O: 0.66 2.86 -2.96
C: 0.93 1.67 -3.66
C: 1.94 0.76 -2.92
O: 1.87 -0.58 -3.37
C: 1.18 -1.51 -2.56
C: 1.93 -1.81 -1.25
C: 1.16 -2.83 -0.40
N: -0.18 -2.36 -0.16
C: -0.74 -1.90 0.98
O: -1.91 -1.58 1.01
C: 0.11 -1.85 2.27
C: 1.39 -1.02 2.16
C: 1.68 -0.30 3.48
C: 0.57 0.71 3.68
O: 0.76 1.89 3.88
N: -0.65 0.15 3.53
C: -1.81 1.01 3.37
C: -2.14 1.21 1.91
C: -1.18 1.75 1.06
C: -1.43 1.90 -0.29
C: -2.64 1.51 -0.82
C: -3.59 0.98 0.03
F: -4.79 0.60 -0.47
C: -3.36 0.82 1.39
C: -0.77 -1.28 3.40
C: -0.93 -2.21 -1.39
C: -0.28 -1.14 -2.26
H: 1.29 4.72 -2.53
H: 2.58 3.49 -2.44
H: 1.99 4.04 -4.03
H: 1.30 1.89 -4.67
H: -0.03 1.16 -3.75
H: 2.96 1.10 -3.12
H: 1.75 0.85 -1.85
H: 1.19 -2.42 -3.17
H: 2.92 -2.19 -1.48
H: 2.05 -0.89 -0.68
H: 1.67 -3.03 0.53
H: 1.08 -3.77 -0.96
H: 0.36 -2.89 2.53
H: 2.25 -1.64 1.90
H: 1.27 -0.26 1.38
H: 2.63 0.24 3.43
H: 1.73 -1.01 4.30
H: -2.66 0.57 3.90
H: -1.56 1.97 3.83
H: -0.23 2.07 1.47
H: -0.68 2.33 -0.94
H: -2.86 1.61 -1.87
H: -4.13 0.39 2.01
H: -0.49 -1.75 4.35
H: -1.81 -1.52 3.19
H: -1.95 -1.92 -1.14
H: -0.95 -3.17 -1.92
H: -0.83 -1.04 -3.20
H: -0.33 -0.19 -1.73

Output
Charge: 0
SMILES: COCCOC1CCN(C(=O)[C@H]2CCC(=O)N(Cc3cccc(F)c3)C2)CC1
Kohn-Sham gap: 9.36 eV
Relative energy (zero: lowest compared OMol25 entry of this formula, charge and spin): 27.4 kJ/mol
E_tot: -1327.96209 hartree
Largest force on an atom: 0.6 eV Å⁻¹



8.
C16H18BeClN as an isolated structure. Source: OMol25; level of theory: wB97M-V/def2-TZVPD.

Element x y z (Å)
C: -3.41 -0.72 -0.99
C: -2.44 -1.46 -1.69
C: -1.44 -0.56 -2.19
H: -2.43 -2.54 -1.82
C: -1.77 0.75 -1.75
C: -2.95 0.66 -0.90
H: -3.57 1.50 -0.59
H: -4.32 -1.10 -0.53
H: -0.58 -0.85 -2.78
H: -1.31 1.67 -2.11
Be: -1.67 0.23 0.45
Cl: -2.25 -0.96 1.79
C: 3.14 -2.75 1.03
C: 3.70 -1.85 0.07
C: 3.47 -2.40 -1.23
H: 4.23 -0.93 0.29
C: 2.77 -3.63 -1.07
C: 2.57 -3.85 0.32
H: 2.09 -4.71 0.77
H: 3.17 -2.62 2.11
H: 3.79 -1.95 -2.17
H: 2.47 -4.30 -1.88
C: 1.35 0.36 0.15
C: 0.63 1.54 0.65
C: 1.13 2.80 1.06
C: 0.00 3.56 1.48
C: -1.13 2.71 1.32
C: -2.56 2.95 1.58
N: -0.72 1.53 0.78
H: 2.42 0.62 0.11
H: 1.02 0.08 -0.87
H: 1.23 -0.51 0.81
H: 2.18 3.06 1.00
H: -0.01 4.59 1.82
H: -2.69 3.32 2.61
H: -2.93 3.74 0.90
H: -3.18 2.04 1.48

Output
Charge: -2
Kohn-Sham gap: 5.46 eV
Relative energy (zero: lowest compared OMol25 entry of this formula, charge and spin): 0.0 kJ/mol
E_tot: -1150.23558 hartree
Largest force on an atom: 2.2 eV Å⁻¹